{
  "formula": "C29H37BrN4O8PPtS2Te",
  "method": "wB97M-V/def2-TZVPD",
  "symbols": ["Pt", "Te", "Br", "S", "S", "P", "O", "O", "O", "O", "O", "O", "O", "O", "N", "N", "N", "N", "C", "C", "C", "C", "C", "C", "C", "C", "C", "C", "C", "C", "C", "C", "C", "C", "C", "C", "C", "C", "C", "C", "C", "C", "C", "C", "C", "C", "C", "H", "H", "H", "H", "H", "H", "H", "H", "H", "H", "H", "H", "H", "H", "H", "H", "H", "H", "H", "H", "H", "H", "H", "H", "H", "H", "H", "H", "H", "H", "H", "H", "H", "H", "H", "H", "H"],
  "coordinates": [[-0.2256, 0.7560, -1.0844], [-1.9748, 0.6068, -3.2092], [-0.1961, -5.0554, -0.6561], [1.8394, 0.8945, 0.9454], [1.9654, 2.6152, -2.7873], [-3.2859, -0.2864, -1.4067], [-2.4252, -0.9099, -0.3590], [-1.6614, 4.4899, -0.0802], [1.9592, 3.9204, -3.4094], [-4.3464, -1.3392, -2.0127], [2.1047, -3.7377, 2.3776], [-1.4352, 2.2932, -0.3247], [-4.2751, 0.7479, -0.7330], [1.8506, 1.4577, -3.6532], [0.6536, -1.1707, -1.6061], [1.8531, -1.5597, 1.8990], [0.8501, 0.0414, 3.2616], [0.9648, 2.5102, -1.5790], [1.3651, -2.7750, 2.3712], [-1.0243, 3.5085, -0.4474], [-2.7330, -3.4118, 3.3241], [4.4671, 1.4648, -2.4692], [-4.4410, -2.6493, -4.0247], [3.9322, 3.2659, -0.9793], [-1.7353, -4.1132, 3.9923], [1.4591, -0.2343, 2.1022], [-3.8338, -2.5201, -2.6472], [1.7956, -1.2465, -2.2928], [0.6681, -3.5265, -1.3524], [5.1599, 3.1111, -0.3575], [-4.9445, 3.0393, -0.5669], [-0.4056, -3.8729, 3.6924], [-2.0405, 0.5321, 4.3084], [0.0822, -2.2907, -1.1596], [0.2391, 1.3370, 3.5475], [-1.0717, -2.1881, 2.0979], [5.6950, 1.3150, -1.8392], [-0.0720, -2.9020, 2.7497], [7.3935, 1.9656, -0.0990], [-1.2628, 1.3582, 3.2915], [-4.9596, 1.8009, -1.4301], [-2.4048, -2.4582, 2.3722], [2.4255, -2.4583, -2.5259], [3.5815, 2.4387, -2.0368], [1.8658, -3.6274, -2.0378], [6.0584, 2.1325, -0.7748], [0.3657, 3.7317, -1.0484], [-4.1424, -1.8016, -4.6421], [-1.9959, -4.8605, 4.7312], [2.6648, -1.6488, 1.3056], [7.4457, 2.5530, 0.8176], [0.6299, -0.7262, 3.8768], [0.2799, 4.5070, -1.8081], [-3.1111, 0.5638, 4.1032], [-4.0961, -3.5681, -4.5033], [0.3869, -4.4399, 4.1633], [-5.4147, 3.8655, -1.1053], [4.1834, 0.8289, -3.2978], [-1.5976, 2.3973, 3.3219], [-1.8804, 0.9105, 5.3226], [-0.8689, -2.1758, -0.6515], [-0.8405, -1.4354, 1.3542], [-2.7438, -2.4645, -2.7180], [5.4217, 3.7534, 0.4759], [0.9645, 4.1457, -0.2257], [2.3380, -4.5888, -2.1866], [-3.9207, 3.3227, -0.3204], [-5.5297, -2.6735, -3.9638], [-1.4508, 1.0124, 2.2699], [-1.7470, -0.5188, 4.2895], [-3.7739, -3.6147, 3.5446], [-4.0887, -3.3699, -2.0108], [7.5772, 0.9211, 0.1586], [-5.9749, 1.4488, -1.6301], [0.4577, 1.5824, 4.5907], [8.2080, 2.2903, -0.7505], [6.3806, 0.5456, -2.1790], [-4.4596, 1.9865, -2.3832], [-5.4978, 2.8709, 0.3587], [-3.1612, -1.9190, 1.8197], [3.2369, 4.0210, -0.6352], [2.1858, -0.3090, -2.6663], [3.3517, -2.4766, -3.0837], [0.7427, 2.0629, 2.9143]],
  "mulliken_spin": [1.22, 0.31, 0.00, -0.01, 0.02, 0.06, 0.02, 0.01, 0.01, -0.01, 0.01, 0.10, -0.01, 0.00, 0.07, 0.01, 0.03, 0.09, 0.00, 0.00, 0.00, 0.00, 0.00, 0.00, 0.00, 0.05, 0.01, -0.02, 0.00, 0.00, 0.00, 0.00, 0.00, -0.03, 0.00, 0.02, 0.00, 0.00, 0.00, 0.00, 0.00, 0.01, 0.00, 0.00, 0.00, 0.00, 0.00, 0.01, 0.00, 0.00, 0.00, 0.00, 0.00, 0.00, 0.00, 0.00, 0.00, 0.00, 0.00, 0.00, 0.02, -0.01, -0.01, 0.00, 0.00, 0.00, 0.00, 0.00, 0.00, 0.00, 0.00, 0.00, 0.00, 0.00, 0.00, 0.00, 0.00, 0.01, 0.00, 0.00, 0.00, 0.01, 0.00, 0.00],
  "spin_multiplicity": 3,
  "e_above_lowest_ev": 0.4376,
  "total_energy_ha": -6047.51826,
  "total_charge": -1,
  "e_homo_ha": [-0.1356, -0.1793],
  "orbital_gap_ev": [5.812, 6.822],
  "lumo_energy_ha": [0.078, 0.071]
}